# 1
Computed, not measured: a structure of composition C40H38N6P2SV in a non-equilibrium geometry, with ωB97M-V with the def2-TZVPD basis set.

```
88
C40H38N6P2SV ωB97M-V with the def2-TZVPD basis set
C 3.39254 -1.46882 -5.48762
C 3.39711 3.67685 0.21758
P -1.60912 0.15457 1.59121
N 1.70202 -2.55486 0.81609
C -0.94062 0.08281 3.23420
H 1.02156 3.03076 -2.40725
C -0.41352 2.83243 -3.98281
H 4.46501 3.49262 0.22853
H -3.69707 -3.44911 -1.22463
H 0.14468 3.46413 -4.66333
C 3.88438 -0.21798 -5.86315
C -0.39836 1.22937 3.81938
C -0.65330 1.79419 -1.81976
H -2.66541 3.18047 0.17337
C -5.31965 -0.44312 3.08668
C 0.65813 4.17390 0.11293
C 0.03435 -0.04852 5.81547
H -0.29072 -5.83985 -0.17582
C 3.20981 -1.20402 1.90838
C -1.86431 1.23574 -2.23464
C 3.03920 0.78604 -3.85777
H -0.39603 4.39025 0.00364
H 4.10543 1.86333 -5.36168
H 4.41500 -0.11673 -6.80287
C -5.55237 -0.21840 0.69676
N 4.38074 -0.96868 2.44114
H -2.66869 -5.70298 -0.90397
N 1.34226 -0.68732 -1.22302
C -2.67957 -3.55670 -0.87171
C 2.91933 4.97909 0.27849
C 1.32681 -3.71413 0.41349
C -1.93400 -2.43157 -0.56422
S 1.92951 -0.05003 2.02488
H 5.12866 -1.65099 2.46351
C -0.98167 -1.13467 3.93209
H 2.12517 -5.48423 1.30983
C -1.63392 2.29827 -4.37337
H 2.89112 1.61060 0.05962
H 3.61295 5.80799 0.34716
C -4.18105 -0.10705 0.57105
H 0.46638 2.04880 5.59835
H 1.84861 -5.60703 -0.42566
C 1.13063 2.85381 0.10927
C -0.49849 -1.19351 5.22641
H -7.19784 -0.47624 2.05437
C -2.10398 -4.79918 -0.70493
H -3.08173 2.56358 1.77766
C 0.08392 2.58110 -2.71129
C -0.08810 -3.72424 -0.02096
C 2.54882 -0.48024 -3.47669
N 2.97550 -2.37290 1.29396
C -3.94078 -0.33327 2.97273
H 2.89579 1.64313 -3.21072
H -2.03109 2.52186 -5.35549
P -0.06552 1.54476 -0.14643
H -3.76995 0.04830 -0.41414
V 0.42745 -0.84428 0.43258
C 1.88734 -0.59593 -2.24551
C 0.07629 1.15929 5.11888
C -2.35785 1.49034 -3.50136
H 1.18158 6.24458 0.23499
C 3.71110 0.90440 -5.05290
H -3.30788 1.07421 -3.81097
H 3.61774 -3.15084 1.34340
H 2.33937 -2.57772 -3.98746
H -2.35407 -1.45131 -0.69498
H 0.41160 -0.09376 6.82967
H -6.18219 -0.16945 -0.18276
C -2.25822 2.84363 1.12529
H 3.22656 -4.70078 0.16504
H -0.55076 -2.11822 5.78685
C -0.77144 -4.87758 -0.28988
N -0.66717 -2.49202 -0.11363
C 2.50767 2.61598 0.13327
C 2.72919 -1.61314 -4.29074
H -0.36604 2.16861 3.27941
H -1.71076 3.65424 1.60179
H 4.54453 -0.10126 2.93397
H -1.41943 -2.01903 3.47813
C -6.12287 -0.38957 1.95711
N -1.37799 1.66887 0.91755
H -2.43498 0.62542 -1.55518
C 1.55191 5.22665 0.21899
H -3.33617 -0.35897 3.86958
H -5.76456 -0.56317 4.06636
C 2.18134 -4.93503 0.36289
H 3.53165 -2.32489 -6.13492
C -3.36147 -0.15166 1.71019
```

Properties
Frontier orbital gap (spin up / spin down)   5.4 / 6.6 eV
Charge   +4
Multiplicity   2
HOMO (spin up / spin down)   -18.80 / -18.80 eV
LUMO level (spin up / spin down)   -13.37 / -12.16 eV

Atomic partial charges in e from the Mulliken method, atoms 1 to 4: C -0.752; C -1.029; P 1.960; N 0.795

=====

# 2
Computed, not measured: a structure of composition C30H31BeN6O2PS in a non-equilibrium geometry, with ωB97M-V with the def2-TZVPD basis set.

```
72
C30H31BeN6O2PS ωB97M-V with the def2-TZVPD basis set
H -1.24663 4.51571 2.98915
N 0.95207 2.80461 -0.60145
O 2.31187 -0.16819 -2.73635
C -1.36443 -2.49579 2.09115
H 4.30227 1.06461 -2.84965
H 4.59907 0.38881 3.97285
N -3.28983 0.58051 1.88045
H 1.64977 -0.87029 -2.59755
C -0.30383 -2.67209 -5.56435
C -3.06093 -3.36539 0.63815
H 3.74787 2.53621 -3.64365
C 1.49387 1.06091 2.82475
C 0.79657 -4.38359 -1.69255
C 3.76077 0.42301 3.29375
H -3.33683 -3.01059 2.73595
N 1.87387 0.89761 -1.96465
C 3.90887 2.06241 -2.67575
P 0.35887 -2.57629 -1.56815
Be 0.53787 1.14011 -0.95775
C 2.57977 1.03951 3.67755
H 1.24887 -3.12059 -4.17565
C -2.93703 1.60001 2.75185
H -2.38163 -1.59299 -2.50855
C 2.61327 1.96211 -1.94395
C -2.44273 3.67471 4.55495
C -2.65343 -2.96229 1.89915
C -0.52433 -2.44029 -3.17335
H 0.50697 -2.05059 1.16585
C -1.59263 -2.19689 -5.73185
H -3.72863 2.61311 5.89005
N 0.55397 0.55291 0.63945
H -1.67723 2.73941 1.40815
H 4.62487 2.65401 -2.11015
H -0.07253 -4.97249 -1.98215
C -0.91543 -2.77649 -0.26005
C -2.11743 2.67341 2.39005
H 0.56627 1.53681 3.10105
C -1.87893 3.69341 3.28795
N -0.63523 0.59001 1.12305
H 4.77067 -0.66159 1.74735
N -2.86923 0.29801 0.66545
C 3.85777 -0.16459 2.04175
C 2.12577 3.02711 -1.14585
C -1.64473 0.53781 0.25385
H -2.26213 4.48351 5.24835
C 2.87767 4.29941 -0.91505
H -4.12993 0.06571 2.12655
H 3.61337 4.15791 -0.12355
C 2.79087 -0.11869 1.16645
H -3.32223 -1.40709 -4.75565
H 2.85727 -0.57889 0.19245
C 1.59567 0.48981 1.55315
C -0.50163 -2.41099 1.01695
H -2.51763 -3.60739 -1.41645
H 0.28767 -2.95959 -6.41975
H 3.39017 4.63701 -1.81035
C 0.23167 -2.77409 -4.29665
O 0.40387 3.63241 0.18355
H -4.06173 -3.74309 0.48785
H 2.16487 5.05481 -0.59055
C -3.52313 1.59761 4.02225
C -3.27073 2.62281 4.91245
C -2.19463 -3.28519 -0.43725
H 2.50347 1.50421 4.64945
H 1.15367 -4.72199 -0.72245
H -1.03453 -2.18529 3.07145
C -2.32873 -1.80899 -4.62785
C -1.80133 -1.92489 -3.35345
H 1.58837 -4.52749 -2.42385
S -1.37693 0.63931 -1.45635
H -4.19083 0.79431 4.30085
H -2.01033 -2.11079 -6.72265
```

Properties
Frontier orbital gap (spin up / spin down)   6.3 / 6.0 eV
Multiplicity   1
HOMO (spin up / spin down)   -7.39 / -7.10 eV
LUMO level (spin up / spin down)   -1.06 / -1.10 eV

Atomic partial charges in e from the Mulliken method, atoms 1 to 4: H 0.484; N 1.142; O -0.691; C -0.385

=====

# 3
Computed, not measured: an isolated molecule of CH4N2P2 in a non-equilibrium geometry, with ωB97M-V with the def2-TZVPD basis set.

```
9
CH4N2P2 ωB97M-V with the def2-TZVPD basis set
H -0.47896 0.37295 1.54340
C 1.09390 -1.56319 1.20214
N 2.05387 -2.23512 0.96942
N -0.97273 1.33449 -1.07882
P 0.77423 1.14137 -0.69533
H -1.22079 2.32528 -1.25150
H -1.79191 0.71353 -1.02430
P 0.79227 0.35920 1.21106
H 3.07009 -2.12193 0.86357
```

Properties
Frontier orbital gap (spin up / spin down)   7.3 / 7.8 eV
Multiplicity   3
HOMO (spin up / spin down)   -6.48 / -9.35 eV
LUMO level (spin up / spin down)   0.83 / -1.50 eV

Atomic partial charges in e from the Mulliken method, atoms 1 to 4: H 0.040; C 0.052; N -0.371; N -0.488

=====

# 4
Computed, not measured: an isolated molecule of C25H32ClN3O3, with ωB97M-V with the def2-TZVPD basis set.

```
64
C25H32ClN3O3 ωB97M-V with the def2-TZVPD basis set
H -3.26025 -6.32675 2.17847
H -0.23169 1.59079 -2.01172
C -0.44188 1.57833 -0.93999
C 7.70052 3.68907 -1.03709
H 1.79092 2.53632 0.53142
C 0.76625 3.76806 -0.74101
H 4.62378 4.71529 -3.11082
H 8.56650 3.40498 -0.46008
C 7.81806 4.62533 -2.05050
C 5.48634 4.42677 -2.52879
C 5.34581 3.48152 -1.51936
C -0.85071 3.01947 1.07819
H -1.38062 -6.20575 -0.22820
H -2.97867 2.79543 0.82390
H -1.66301 -0.18283 -1.04658
H -4.85950 -7.39053 0.61633
H -3.55564 0.13027 2.20487
H -1.26507 0.33021 1.35403
H -4.21740 0.56123 0.61176
C -2.16083 2.27798 1.33076
H -0.93132 4.04866 1.43240
C -2.58623 -2.16998 1.45155
H -3.48400 -1.48938 -0.24110
C -4.04792 -6.77765 0.22159
H -5.33940 -5.39410 -0.83200
H -3.74492 -3.47538 -0.74448
H -2.56241 1.33219 -1.22164
C -2.89857 -6.71640 1.22475
H 4.11106 1.93867 -0.70120
H 0.37203 1.04194 -0.44523
C -3.39804 -4.49232 -0.56461
H -0.05787 2.53076 1.64835
C -3.37778 0.09020 1.12858
C 3.99866 2.89490 -1.21702
H 3.05062 4.80770 -0.85328
H -0.99580 -5.69923 1.43384
N -3.34535 -1.30517 0.74233
C -2.16699 -3.49826 1.30663
H -4.97071 -4.92895 0.83483
C -1.79503 -5.79672 0.69984
C -1.36529 -3.42742 2.54370
H -3.69843 -7.23979 -0.70506
C -1.90094 -2.02786 2.74315
C -0.51948 3.01569 -0.41584
O 0.80351 4.67827 -1.54218
C 6.71450 4.99995 -2.80022
C -4.55472 -5.36828 -0.07457
C 6.46415 3.12534 -0.77721
H -3.00073 -4.89848 -1.50199
H 3.44608 2.72766 -2.14351
H 3.70192 4.02842 0.61018
H 6.81871 5.73053 -3.58687
C -1.75234 0.84181 -0.67580
H 6.37329 2.39332 0.01209
C -2.07310 0.84060 0.81918
Cl 9.36060 5.33308 -2.38572
N -2.32818 -4.48021 0.40831
O -0.57098 -4.16504 3.08325
H -2.37596 2.27012 2.40027
N 1.86066 3.33955 -0.07150
C 3.18119 3.85489 -0.33599
H -2.48936 -7.71168 1.39845
H -1.31863 3.53740 -0.95263
O -1.83944 -1.16455 3.59078
```

Properties
Frontier orbital gap   8.2 eV
Multiplicity   1
SMILES   O=c1c(NC[C@H]2CC[C@H](C(=O)NCCc3ccc(Cl)cc3)CC2)c(N2CCCCC2)c1=O
HOMO   -7.90 eV
LUMO level   0.34 eV

Atomic partial charges in e from the Mulliken method, atoms 1 to 4: H 0.295; H 0.377; C -0.851; C -0.695

=====

# 5
Computed, not measured: a cluster of 6 separate species, C5H22N2O6 in total in a non-equilibrium geometry, with ωB97M-V with the def2-TZVPD basis set.

```
35
C5H22N2O6 ωB97M-V with the def2-TZVPD basis set
H 1.70513 0.56892 1.21354
H -1.41893 -0.10150 3.33039
H 2.90510 3.86036 -0.12588
H 0.73354 -1.22977 -1.35724
H 2.64187 0.85262 3.11885
H -1.76032 0.23243 -3.37839
H -1.85451 -2.33753 -1.90565
C 0.78775 -1.49323 -0.36398
H 3.93527 -0.51832 2.43577
H 2.50009 -2.21602 0.64846
O -3.72774 1.90284 -0.84850
H 4.23620 -0.61475 0.03313
H -0.40292 -1.40697 1.28592
O -1.65362 0.71538 3.14883
N -0.37564 -0.99621 0.38656
H 2.88558 3.30276 1.25528
C 3.24775 -0.53527 -0.53736
O 2.39206 3.78927 0.65161
O -0.84548 0.75220 -1.02572
H 2.95502 0.47063 -0.99960
H -2.68810 2.05624 -0.73944
C 2.93667 -0.27029 2.66975
H 0.42663 -2.52741 -0.48080
H 3.49538 -1.10160 -1.39830
O -2.59989 -0.13805 -3.40329
H 2.71551 -0.96921 3.57204
H -3.93778 2.26332 0.03156
N 1.88942 -0.40052 1.51626
C 2.16816 -1.27104 0.22929
C -0.99616 0.16734 0.03819
H -1.83333 0.36118 0.67584
O -2.15514 -3.13454 -2.29038
H -2.37563 -2.78434 -3.21973
H -3.04572 -0.10240 -2.54310
H -2.56111 1.03659 3.15191
```

Properties
Frontier orbital gap   9.3 eV
Multiplicity   1
SMILES   CN[C@H](C)CNC=O.O.O.O.O.O
HOMO   -9.03 eV
LUMO level   0.29 eV

Atomic partial charges in e from the Mulliken method, atoms 1 to 4: H 0.181; H 0.279; H 0.306; H 0.487

=====

# 6
Computed, not measured: the ion C4H11N4 with charge +1 in a non-equilibrium geometry, with ωB97M-V with the def2-TZVPD basis set.

```
19
C4H11N4 ωB97M-V with the def2-TZVPD basis set
N -1.35040 -1.32534 -2.07827
H 1.34639 1.47204 1.38345
H 2.16988 -1.80557 0.55331
C -0.68035 -0.79186 -1.11675
H 0.14629 -1.07091 1.83506
H 1.99810 -0.07699 0.00983
H -1.59124 0.72610 0.62260
H -1.29370 2.73317 -0.68762
C 0.32154 0.99956 1.58671
N -0.52038 2.33340 -0.22867
H 0.40069 2.60400 -0.52010
N 0.74492 -0.40256 1.55512
H -0.08934 1.25820 2.59806
C -0.69400 1.24091 0.56586
H -1.17302 -2.28084 -2.41970
N 0.47860 -1.36303 -0.74544
C 1.36654 -0.90697 0.34414
H 0.69379 -2.33381 -0.89918
H -2.27431 -1.00951 -2.35842
```

Properties
Frontier orbital gap   8.4 eV
Charge   +1
Multiplicity   1
HOMO   -12.71 eV
LUMO level   -4.30 eV

Atomic partial charges in e from the Mulliken method, atoms 1 to 4: N -0.290; H 0.328; H 0.338; C -0.081